[1]
Density functional theory data (wB97M-V/def2-TZVPD) for a cluster of 22 separate species, H44O22 in total in a non-equilibrium geometry.

Values from the calculation:
- M (g mol⁻¹) = 396.3
- LUMO (eV) = -0.096
- HOMO-LUMO gap (eV) = 10.22
- ΔE to the lowest compared entry with this formula, charge and spin (eV) = 0.695
- charge = 0

Each line ends with the natural charge from an NBO analysis.
Positions of all 66 atoms, in Å:
O  -0.031  12.005  14.896  -1.013
H  0.299  11.110  15.105  0.514
H  -0.501  12.330  15.713  0.520
O  0.185  11.491  9.392  -0.971
H  0.935  11.385  8.759  0.474
H  0.260  10.660  9.910  0.490
O  -4.533  11.650  12.567  -1.046
H  -4.284  12.053  11.724  0.521
H  -5.093  10.851  12.472  0.516
O  -1.413  13.267  11.287  -1.017
H  -1.551  12.643  12.078  0.505
H  -0.679  12.957  10.766  0.499
O  -3.624  12.393  10.033  -0.989
H  -2.999  11.595  9.861  0.485
H  -2.987  13.152  10.192  0.515
O  -3.463  9.358  15.251  -1.017
H  -2.990  8.838  14.567  0.515
H  -4.183  9.918  14.885  0.484
O  -2.331  8.182  17.568  -0.959
H  -2.973  8.154  16.808  0.494
H  -2.747  7.555  18.115  0.459
O  0.416  10.138  16.852  -0.984
H  0.570  9.183  16.785  0.497
H  -0.477  10.265  17.248  0.492
O  -6.457  9.362  12.807  -0.974
H  -6.033  8.627  13.297  0.507
H  -7.149  9.693  13.319  0.473
O  -1.284  13.226  16.940  -0.988
H  -0.688  13.415  17.685  0.484
H  -2.096  12.797  17.358  0.522
O  -3.490  4.626  11.731  -0.984
H  -3.143  4.101  12.430  0.473
H  -2.799  5.219  11.391  0.500
O  -1.732  6.676  10.884  -1.012
H  -2.195  7.554  10.892  0.527
H  -1.433  6.452  10.003  0.488
O  0.651  7.554  13.053  -0.999
H  0.701  6.894  12.402  0.480
H  0.368  8.369  12.647  0.513
O  -3.666  8.770  10.498  -0.960
H  -3.961  8.732  9.573  0.479
H  -4.346  8.389  11.001  0.498
O  -3.507  11.561  17.353  -0.980
H  -3.892  11.773  16.516  0.500
H  -3.488  10.627  17.462  0.494
O  0.103  9.929  11.858  -1.006
H  -0.638  10.464  12.129  0.515
H  0.906  10.480  11.970  0.495
O  1.206  13.288  12.934  -0.992
H  0.447  13.845  12.691  0.475
H  1.008  12.981  13.833  0.496
O  0.001  7.366  15.792  -0.990
H  0.522  6.810  16.368  0.485
H  0.465  7.392  14.913  0.515
O  -4.560  7.193  12.919  -1.023
H  -3.863  6.996  13.559  0.501
H  -4.612  6.316  12.428  0.503
O  -4.206  13.266  14.977  -0.986
H  -4.242  12.827  14.121  0.502
H  -3.416  13.817  15.016  0.480
O  -1.792  11.093  13.151  -1.038
H  -1.326  11.473  13.972  0.514
H  -2.739  11.181  13.274  0.511
O  -2.245  7.261  14.186  -1.015
H  -1.891  7.001  13.279  0.504
H  -1.468  7.259  14.776  0.525

***

[2]
Density functional theory data (wB97M-V/def2-TZVPD) for the molecule C6H13NO3 in a non-equilibrium geometry.

Values from the calculation:
- M (g mol⁻¹) = 147.2
- LUMO (eV) = 0.635
- HOMO-LUMO gap (eV) = 10.16
- ΔE to the lowest compared entry with this formula, charge and spin (eV) = 1.804
- SMILES = CC(C)(CC(=O)O)[C@@H](N)O
- charge = 0

Each line ends with the natural charge from an NBO analysis.
Positions of all 23 atoms, in Å:
C  -0.330  0.146  0.232  -0.058
C  -0.355  -1.542  0.774  0.260
C  0.855  0.027  -0.655  -0.462
C  -1.636  0.412  -0.515  -0.620
C  -0.157  1.057  1.435  -0.643
C  1.343  1.604  -1.229  0.796
N  -0.361  -2.551  -0.242  -0.856
O  0.597  -1.842  1.762  -0.724
O  0.473  2.215  -2.070  -0.701
O  2.393  2.177  -0.987  -0.619
H  1.482  -1.667  1.415  0.458
H  0.913  3.047  -2.349  0.498
H  -1.323  -1.568  1.282  0.165
H  -0.684  -3.429  0.162  0.375
H  0.582  -2.727  -0.576  0.350
H  1.758  -0.299  -0.136  0.211
H  0.677  -0.528  -1.577  0.239
H  -1.712  -0.172  -1.435  0.223
H  -2.499  0.179  0.119  0.212
H  -1.729  1.470  -0.778  0.222
H  -0.745  1.977  1.381  0.219
H  0.868  1.414  1.590  0.223
H  -0.410  0.601  2.397  0.234

***

[3]
Density functional theory data (wB97M-V/def2-TZVPD) for a cluster of 12 separate species, C6H37NO11 in total in a non-equilibrium geometry.

Values from the calculation:
- M (g mol⁻¹) = 299.4
- LUMO (eV) = -0.011
- HOMO-LUMO gap (eV) = 9.63
- ΔE to the lowest compared entry with this formula, charge and spin (eV) = 5.859
- SMILES = CCCNCCC.O.O.O.O.O.O.O.O.O.O.O
- charge = 0

Each line ends with the natural charge from an NBO analysis.
Positions of all 55 atoms, in Å:
C  -0.933  -1.354  -1.009  -0.407
C  -2.408  -1.848  -1.131  -0.637
C  -0.651  -0.536  0.414  -0.239
N  0.156  0.678  0.147  -0.691
C  0.613  1.175  1.483  -0.228
C  1.306  2.574  1.493  -0.421
C  0.407  3.567  2.327  -0.597
H  -0.326  -2.288  -1.282  0.211
H  -0.719  -0.565  -1.795  0.182
H  -2.384  -2.418  -2.015  0.201
H  -2.500  -2.433  -0.227  0.229
H  -3.383  -1.147  -1.106  0.209
H  -0.017  -1.226  1.068  0.192
H  -1.622  -0.297  0.847  0.227
H  -0.300  1.521  -0.243  0.361
H  1.333  0.456  1.975  0.204
H  -0.258  1.356  2.154  0.167
H  2.410  2.567  1.778  0.214
H  1.383  3.036  0.545  0.209
H  1.043  4.434  2.346  0.216
H  0.394  3.111  3.425  0.192
H  -0.532  3.603  1.906  0.203
H  4.480  -0.958  0.607  0.462
H  3.678  -1.766  1.410  0.470
O  4.411  -1.219  1.571  -0.941
H  -2.763  -0.331  3.032  0.476
H  -3.404  -1.467  2.143  0.491
O  -3.284  -0.571  2.327  -0.959
H  1.161  1.767  -1.635  0.471
H  1.301  2.502  -2.953  0.460
O  1.255  2.715  -2.093  -0.942
H  -2.839  1.996  -2.913  0.492
H  -2.166  0.683  -3.170  0.473
O  -1.975  1.621  -3.309  -0.969
H  2.159  -0.760  -2.660  0.494
H  1.820  -0.582  -1.145  0.502
O  2.406  -1.059  -1.707  -0.984
H  1.828  -3.765  2.931  0.482
H  1.234  -3.674  1.532  0.481
O  1.095  -4.103  2.368  -0.959
H  4.142  -3.266  -0.291  0.487
H  2.905  -2.406  -0.772  0.493
O  3.177  -2.997  -0.096  -0.992
H  4.370  -0.306  -2.637  0.457
H  3.829  0.869  -1.946  0.469
O  4.659  0.499  -2.313  -0.926
H  -4.865  0.694  -1.200  0.475
H  -4.165  2.190  -1.172  0.509
O  -4.273  1.223  -1.684  -1.009
H  -2.815  3.864  -1.211  0.471
H  -1.840  2.849  -0.958  0.490
O  -2.729  3.088  -0.749  -0.927
H  -2.607  -4.121  1.876  0.469
H  -1.175  -3.747  1.951  0.491
O  -2.023  -3.426  1.768  -0.954

***

[4]
Density functional theory data (wB97M-V/def2-TZVPD) for a structure of composition C20H38AlBrCaCl7INO12P in a non-equilibrium geometry.

Values from the calculation:
- M (g mol⁻¹) = 1037.5
- LUMO (eV) = -5.623
- HOMO-LUMO gap (eV) = 1.04
- charge = 0

Each line ends with the Mulliken charge.
Positions of all 83 atoms, in Å:
C  3.765  -5.505  -2.635  -0.687
C  2.720  -4.239  -2.653  0.520
C  2.991  -2.879  -1.756  1.027
C  1.960  -1.599  -1.756  0.257
C  0.595  -1.710  -2.659  -0.631
C  0.311  -3.101  -3.543  0.671
C  -1.095  -3.249  -4.425  -1.271
P  -2.453  -3.704  -3.105  0.767
O  -3.681  -3.823  -4.368  -0.664
C  -3.771  -3.918  -1.723  -0.915
O  -3.294  -3.513  -0.391  -0.137
O  -2.996  -2.246  -0.332  -0.323
C  -2.096  -5.573  -3.235  -0.877
C  -1.603  -6.296  -1.851  0.142
O  -1.051  -5.708  -0.787  -0.479
I  -1.841  -8.510  -1.772  0.028
C  1.352  -4.384  -3.575  -0.456
H  4.533  -5.359  -3.508  0.352
H  4.273  -5.508  -1.561  0.027
H  3.112  -6.480  -2.819  0.396
H  3.962  -2.860  -1.101  -0.882
H  2.112  -0.625  -1.125  -0.091
H  -0.232  -0.866  -2.712  0.266
H  -1.415  -2.228  -4.934  0.453
H  -1.020  -4.037  -5.288  0.474
H  -2.744  -2.270  -3.057  -0.071
H  -1.481  -3.477  -2.067  0.434
H  -3.393  -4.498  -5.065  0.418
H  -4.093  -5.041  -1.663  0.333
H  -4.719  -3.306  -2.071  0.437
H  -3.430  -1.715  -1.063  0.356
H  -1.266  -5.818  -4.055  0.305
H  -3.063  -6.172  -3.598  0.507
H  1.089  -5.326  -4.232  0.282
Al  5.281  -4.777  -0.152  0.487
Cl  6.181  -2.266  -1.146  -0.453
C  3.444  2.120  -1.096  -0.100
Cl  2.034  2.053  -0.025  -0.118
Cl  4.514  3.454  -0.633  -0.111
Cl  4.321  0.581  -1.067  0.031
H  3.094  2.298  -2.116  0.392
C  2.728  1.995  3.119  -0.431
O  2.900  2.936  4.176  -0.294
C  4.087  3.593  4.151  0.708
O  4.974  3.440  3.325  -0.534
O  4.117  4.449  5.203  -0.316
C  5.317  5.213  5.304  -0.633
H  1.745  1.529  3.237  0.275
H  2.756  2.497  2.146  -0.011
H  3.489  1.210  3.172  0.393
H  5.449  5.844  4.419  0.299
H  6.182  4.557  5.445  0.292
H  5.232  5.863  6.179  0.220
Cl  3.481  -1.727  0.268  -0.251
C  -2.310  4.303  3.031  -0.723
N  -0.994  5.071  3.191  0.116
C  -0.181  4.888  1.910  -0.951
C  -0.212  4.491  4.356  -0.953
C  -1.252  6.590  3.376  -0.689
C  -2.030  6.964  4.648  -0.737
O  -3.321  6.373  4.656  -0.334
H  -2.078  3.308  2.642  0.328
H  -2.785  4.195  4.006  0.254
H  -2.947  4.846  2.325  0.338
H  0.012  3.820  1.768  0.455
H  0.762  5.431  2.020  0.360
H  -0.761  5.286  1.072  0.249
H  -0.820  4.552  5.263  0.342
H  0.712  5.065  4.472  0.413
H  0.014  3.443  4.135  0.290
H  -1.803  6.916  2.487  0.433
H  -0.268  7.077  3.386  0.420
H  -2.160  8.053  4.680  0.428
H  -1.495  6.666  5.553  0.397
H  -3.774  6.665  5.474  0.107
Br  -0.419  -2.683  -6.523  -0.124
O  -6.779  -6.154  -4.716  -0.678
Cl  -5.819  -6.611  -5.701  1.659
O  -4.564  -5.909  -5.516  -0.761
O  -6.329  -6.345  -7.032  -0.667
O  -5.604  -8.036  -5.543  -0.661
Ca  -5.179  5.692  6.057  0.547
Cl  -0.979  6.727  1.096  -0.669

***

What did the second record say?
Density functional theory data (wB97M-V/def2-TZVPD) for the molecule C6H13NO3 in a non-equilibrium geometry.

Values from the calculation:
- M (g mol⁻¹) = 147.2
- LUMO (eV) = 0.635
- HOMO-LUMO gap (eV) = 10.16
- ΔE to the lowest compared entry with this formula, charge and spin (eV) = 1.804
- SMILES = CC(C)(CC(=O)O)[C@@H](N)O
- charge = 0

Each line ends with the natural charge from an NBO analysis.
Positions of all 23 atoms, in Å:
C  -0.330  0.146  0.232  -0.058
C  -0.355  -1.542  0.774  0.260
C  0.855  0.027  -0.655  -0.462
C  -1.636  0.412  -0.515  -0.620
C  -0.157  1.057  1.435  -0.643
C  1.343  1.604  -1.229  0.796
N  -0.361  -2.551  -0.242  -0.856
O  0.597  -1.842  1.762  -0.724
O  0.473  2.215  -2.070  -0.701
O  2.393  2.177  -0.987  -0.619
H  1.482  -1.667  1.415  0.458
H  0.913  3.047  -2.349  0.498
H  -1.323  -1.568  1.282  0.165
H  -0.684  -3.429  0.162  0.375
H  0.582  -2.727  -0.576  0.350
H  1.758  -0.299  -0.136  0.211
H  0.677  -0.528  -1.577  0.239
H  -1.712  -0.172  -1.435  0.223
H  -2.499  0.179  0.119  0.212
H  -1.729  1.470  -0.778  0.222
H  -0.745  1.977  1.381  0.219
H  0.868  1.414  1.590  0.223
H  -0.410  0.601  2.397  0.234